{"formula": "C59H120BrN15O", "method": "ωB97M-V/def2-TZVPD", "species": ["C", "C", "N", "C", "C", "N", "C", "C", "H", "H", "H", "H", "H", "H", "H", "H", "H", "H", "H", "C", "C", "N", "C", "C", "N", "C", "C", "H", "H", "H", "H", "H", "H", "H", "H", "H", "H", "H", "C", "C", "N", "C", "C", "N", "C", "C", "H", "H", "H", "H", "H", "H", "H", "H", "H", "H", "H", "C", "C", "N", "C", "C", "N", "C", "C", "H", "H", "H", "H", "H", "H", "H", "H", "H", "H", "H", "C", "C", "N", "C", "C", "N", "C", "C", "H", "H", "H", "H", "H", "H", "H", "H", "H", "H", "H", "C", "C", "N", "C", "C", "N", "C", "C", "H", "H", "H", "H", "H", "H", "H", "H", "H", "H", "H", "C", "C", "C", "C", "N", "C", "C", "C", "C", "C", "H", "H", "H", "H", "H", "H", "H", "H", "H", "H", "H", "H", "H", "H", "H", "H", "H", "H", "H", "H", "C", "C", "C", "C", "N", "C", "C", "C", "C", "C", "H", "H", "H", "H", "H", "H", "H", "H", "H", "H", "H", "H", "H", "H", "H", "H", "H", "H", "H", "H", "C", "N", "C", "C", "C", "C", "O", "H", "H", "H", "H", "H", "H", "H", "H", "H", "H", "H", "H", "H", "H", "Br"], "coordinates": [[5.821, 4.038, 7.104], [5.762, 2.605, 6.649], [4.716, 2.304, 5.565], [4.177, 1.076, 5.359], [3.200, 1.263, 4.375], [3.192, 2.596, 4.000], [3.945, 3.229, 4.920], [2.350, 3.261, 2.990], [6.419, 4.105, 8.013], [4.839, 4.316, 7.488], [6.182, 4.750, 6.362], [5.385, 2.081, 7.528], [6.725, 2.155, 6.407], [4.585, 0.169, 5.779], [2.614, 0.578, 3.780], [4.074, 4.289, 5.080], [2.613, 3.109, 1.943], [2.343, 4.351, 2.987], [1.341, 2.882, 3.151], [2.272, 2.643, -1.552], [3.124, 3.266, -2.614], [4.431, 2.682, -2.633], [5.621, 3.264, -3.176], [6.663, 2.345, -3.063], [6.093, 1.205, -2.528], [4.750, 1.366, -2.249], [6.850, 0.041, -2.164], [1.290, 2.685, -2.025], [2.373, 3.202, -0.622], [2.294, 1.580, -1.314], [3.383, 4.275, -2.293], [2.767, 3.184, -3.640], [5.520, 4.261, -3.581], [7.725, 2.426, -3.243], [4.216, 0.621, -1.679], [6.158, -0.677, -1.722], [7.718, 0.269, -1.546], [7.288, -0.263, -3.114], [-3.435, -3.571, 5.610], [-4.362, -2.456, 6.189], [-3.967, -1.103, 5.921], [-3.769, -0.540, 4.681], [-3.374, 0.788, 4.814], [-3.743, 1.157, 6.120], [-4.160, -0.026, 6.768], [-3.677, 2.471, 6.571], [-2.494, -3.612, 6.158], [-3.238, -3.356, 4.560], [-3.815, -4.592, 5.585], [-4.193, -2.604, 7.255], [-5.404, -2.483, 5.870], [-3.836, -1.264, 3.883], [-2.996, 1.444, 4.043], [-4.421, -0.148, 7.809], [-4.379, 2.998, 5.925], [-2.662, 2.868, 6.534], [-4.164, 2.409, 7.544], [-1.319, -3.888, -5.167], [-1.583, -3.232, -3.918], [-2.720, -2.421, -4.117], [-3.857, -2.475, -3.364], [-4.742, -1.424, -3.821], [-4.200, -0.875, -4.892], [-2.929, -1.423, -5.072], [-4.794, 0.250, -5.649], [-0.565, -3.389, -5.776], [-2.218, -4.106, -5.743], [-0.731, -4.781, -4.956], [-0.690, -2.666, -3.656], [-1.679, -3.982, -3.133], [-4.042, -3.220, -2.604], [-5.727, -1.075, -3.546], [-2.121, -1.089, -5.705], [-5.539, -0.191, -6.311], [-4.107, 0.535, -6.446], [-5.054, 1.026, -4.930], [-3.602, 5.590, -0.248], [-4.519, 6.822, -0.055], [-5.508, 6.915, -1.062], [-6.613, 6.096, -1.165], [-7.323, 6.570, -2.297], [-6.608, 7.681, -2.815], [-5.458, 7.865, -2.059], [-7.053, 8.582, -3.887], [-3.007, 5.684, -1.156], [-4.168, 4.658, -0.233], [-2.901, 5.406, 0.566], [-3.971, 7.755, 0.073], [-5.031, 6.797, 0.907], [-6.616, 5.183, -0.588], [-8.223, 6.159, -2.730], [-4.747, 8.677, -2.080], [-6.269, 8.761, -4.623], [-7.204, 9.576, -3.466], [-8.009, 8.279, -4.313], [-6.124, -1.320, 0.487], [-6.645, 0.172, 0.216], [-6.619, 0.959, 1.366], [-6.882, 0.552, 2.670], [-6.670, 1.624, 3.512], [-6.384, 2.775, 2.767], [-6.265, 2.304, 1.448], [-6.056, 4.183, 3.230], [-7.021, -1.888, 0.734], [-5.284, -1.542, 1.146], [-5.753, -1.794, -0.422], [-7.591, 0.393, -0.278], [-5.932, 0.705, -0.413], [-7.297, -0.400, 2.966], [-6.747, 1.713, 4.585], [-6.094, 2.954, 0.603], [-5.680, 4.854, 2.458], [-5.274, 4.045, 3.977], [-6.919, 4.644, 3.711], [1.660, -3.568, -2.006], [2.906, -3.112, -2.794], [2.719, -2.735, -4.231], [4.021, -2.811, -5.018], [4.176, -1.856, -6.244], [3.101, -2.027, -7.414], [3.751, -2.477, -8.675], [5.165, -2.009, -8.535], [5.489, -2.161, -7.034], [4.237, -0.397, -5.869], [1.895, -4.104, -1.087], [0.969, -4.277, -2.462], [0.983, -2.727, -1.857], [3.645, -3.900, -2.648], [3.149, -2.206, -2.239], [2.164, -1.797, -4.212], [1.998, -3.399, -4.709], [3.987, -3.768, -5.538], [4.913, -2.893, -4.396], [2.486, -1.128, -7.362], [2.480, -2.885, -7.157], [3.225, -1.929, -9.457], [3.645, -3.558, -8.760], [5.315, -1.010, -8.943], [5.725, -2.647, -9.220], [6.344, -1.565, -6.713], [5.607, -3.204, -6.739], [3.347, -0.400, -5.239], [4.088, 0.240, -6.741], [5.206, -0.150, -5.436], [6.062, -3.456, -0.714], [5.571, -4.180, 0.558], [4.108, -4.360, 0.691], [3.914, -5.166, 2.094], [2.537, -4.943, 2.848], [2.346, -3.428, 3.349], [2.829, -3.480, 4.757], [2.351, -4.782, 5.371], [2.642, -5.746, 4.206], [1.451, -5.303, 1.904], [7.134, -3.653, -0.717], [5.959, -2.380, -0.574], [5.538, -3.920, -1.550], [6.103, -3.767, 1.415], [6.009, -5.178, 0.540], [3.787, -5.073, -0.069], [3.556, -3.436, 0.523], [4.581, -4.757, 2.853], [4.229, -6.209, 2.120], [1.267, -3.274, 3.336], [2.815, -2.727, 2.659], [2.607, -2.604, 5.366], [3.918, -3.448, 4.779], [1.283, -4.823, 5.586], [2.980, -4.882, 6.255], [2.058, -6.666, 4.159], [3.689, -6.011, 4.351], [0.454, -5.276, 2.344], [1.640, -6.336, 1.614], [1.573, -4.799, 0.945], [-1.591, 1.852, 0.641], [-1.344, 0.481, 0.010], [-2.711, -0.217, 0.069], [-1.094, 0.628, -1.492], [-0.169, -0.360, 0.570], [-0.142, -0.432, 2.117], [-1.320, -0.742, 2.711], [-2.140, 2.519, -0.023], [-0.626, 2.333, 0.801], [-2.126, 1.957, 1.585], [-3.377, 0.451, -0.478], [-3.106, -0.479, 1.051], [-2.604, -1.165, -0.458], [-0.157, 1.174, -1.601], [-1.826, 1.342, -1.868], [-1.186, -0.228, -2.161], [0.765, 0.046, 0.182], [-0.276, -1.371, 0.176], [0.334, 0.426, 2.592], [0.558, -1.245, 2.312], [-1.182, -1.090, 3.595], [-0.111, -0.836, 6.115]], "e_above_lowest_kj_mol": 56.41, "total_charge": 8, "largest_force_ha_per_bohr": 0.1231, "lumo_energy_ev": -15.177}

{"formula": "C59H48As2GaN3OSSe", "method": "ωB97M-V/def2-TZVPD", "species": ["Ga", "C", "C", "As", "C", "C", "C", "C", "C", "C", "C", "C", "C", "C", "C", "C", "As", "C", "C", "C", "C", "C", "C", "C", "C", "C", "C", "C", "C", "H", "H", "H", "H", "H", "H", "H", "H", "H", "H", "H", "H", "H", "H", "H", "H", "H", "H", "H", "H", "H", "H", "H", "H", "C", "C", "C", "C", "C", "C", "C", "C", "C", "C", "C", "C", "C", "C", "C", "N", "H", "H", "H", "H", "H", "H", "H", "H", "H", "H", "O", "S", "C", "C", "C", "C", "C", "C", "C", "C", "C", "C", "C", "C", "H", "H", "H", "H", "H", "H", "H", "H", "H", "H", "Se", "N", "C", "C", "C", "C", "C", "C", "N", "H", "H", "H", "H"], "coordinates": [[0.351, -0.738, -0.467], [0.080, 2.599, 2.201], [1.280, 1.800, 1.631], [1.580, -0.149, 1.667], [1.360, -0.827, 3.465], [2.233, -1.825, 3.896], [2.069, -2.391, 5.149], [1.036, -1.970, 5.977], [0.181, -0.960, 5.558], [0.342, -0.387, 4.304], [3.500, -0.256, 1.489], [4.092, -1.071, 0.529], [5.468, -1.250, 0.524], [6.252, -0.618, 1.480], [5.663, 0.199, 2.437], [4.288, 0.377, 2.447], [-1.849, 2.202, 2.795], [-1.835, 3.966, 3.640], [-1.763, 4.057, 5.026], [-1.620, 5.295, 5.644], [-1.544, 6.447, 4.876], [-1.626, 6.365, 3.490], [-1.770, 5.131, 2.875], [-3.331, 2.526, 1.532], [-3.720, 1.563, 0.606], [-4.970, 1.579, 0.005], [-5.877, 2.577, 0.326], [-5.517, 3.546, 1.249], [-4.268, 3.511, 1.858], [-0.003, 3.521, 1.629], [0.389, 2.912, 3.196], [2.159, 2.204, 2.131], [1.421, 2.002, 0.568], [3.049, -2.143, 3.264], [2.756, -3.159, 5.484], [0.904, -2.421, 6.953], [-0.613, -0.610, 6.206], [-0.326, 0.402, 4.001], [3.478, -1.554, -0.220], [5.928, -1.888, -0.221], [7.325, -0.769, 1.485], [6.274, 0.681, 3.191], [3.832, 0.994, 3.212], [-1.826, 3.155, 5.624], [-1.565, 5.355, 6.723], [-1.422, 7.411, 5.355], [-1.572, 7.264, 2.888], [-1.854, 5.077, 1.795], [-3.032, 0.781, 0.338], [-5.241, 0.795, -0.693], [-6.863, 2.588, -0.123], [-6.216, 4.329, 1.515], [-4.033, 4.259, 2.601], [-1.415, 2.803, -2.270], [-2.083, 2.192, -3.321], [-2.070, 0.811, -3.436], [-1.393, 0.045, -2.490], [-0.716, 0.653, -1.432], [-0.725, 2.035, -1.337], [-1.344, -1.426, -2.578], [-2.303, -2.180, -3.285], [-2.181, -3.535, -3.352], [-1.058, -4.175, -2.778], [-0.822, -5.564, -2.889], [0.313, -6.116, -2.365], [1.265, -5.297, -1.725], [1.047, -3.954, -1.588], [-0.129, -3.371, -2.085], [-0.334, -2.020, -1.948], [-1.430, 3.883, -2.174], [-2.613, 2.789, -4.053], [-2.563, 0.339, -4.279], [-0.211, 2.543, -0.530], [-3.147, -1.677, -3.735], [-2.927, -4.135, -3.861], [-1.549, -6.178, -3.408], [0.496, -7.179, -2.452], [2.179, -5.739, -1.347], [1.783, -3.309, -1.131], [2.035, -0.143, -1.391], [2.332, 0.975, -2.411], [4.106, 1.013, -2.464], [4.704, 1.948, -1.626], [6.087, 1.994, -1.547], [6.851, 1.123, -2.313], [6.239, 0.202, -3.157], [4.857, 0.134, -3.232], [1.896, 0.280, -3.986], [1.634, 1.158, -5.029], [1.229, 0.642, -6.251], [1.076, -0.730, -6.409], [1.335, -1.596, -5.353], [1.750, -1.092, -4.128], [4.092, 2.632, -1.046], [6.565, 2.717, -0.898], [7.932, 1.164, -2.255], [6.841, -0.462, -3.765], [4.379, -0.585, -3.887], [1.745, 2.229, -4.887], [1.027, 1.312, -7.077], [0.748, -1.127, -7.363], [1.218, -2.666, -5.480], [1.952, -1.753, -3.294], [-2.208, -2.373, 1.842], [-0.584, -2.394, 1.077], [0.081, -3.410, 1.638], [1.440, -3.768, 1.402], [1.954, -4.859, 2.026], [1.181, -5.656, 2.924], [-0.094, -5.319, 3.238], [-0.670, -4.174, 2.613], [-1.898, -3.744, 2.849], [2.059, -3.155, 0.768], [2.992, -5.124, 1.859], [1.633, -6.532, 3.372], [-0.690, -5.892, 3.937]], "e_above_lowest_kj_mol": 127.00, "total_charge": 2, "largest_force_ha_per_bohr": 0.0165, "lumo_energy_ev": -5.612}

{"formula": "C59H48BrCl8GeN3OP2SW", "method": "ωB97M-V/def2-TZVPD", "species": ["W", "Cl", "C", "C", "C", "Cl", "C", "Cl", "C", "Cl", "C", "Cl", "O", "C", "C", "C", "N", "C", "Br", "C", "H", "H", "H", "H", "C", "S", "C", "C", "C", "N", "P", "C", "C", "C", "C", "C", "C", "C", "C", "C", "C", "C", "C", "P", "C", "C", "C", "C", "C", "C", "C", "C", "C", "C", "C", "C", "H", "H", "H", "H", "H", "H", "H", "H", "H", "H", "H", "H", "H", "H", "H", "H", "H", "H", "H", "H", "H", "H", "H", "H", "H", "H", "H", "H", "H", "Cl", "C", "Cl", "Cl", "C", "N", "C", "C", "C", "C", "C", "C", "Ge", "C", "C", "C", "C", "C", "C", "C", "C", "C", "C", "C", "C", "H", "H", "H", "H", "H", "H", "H", "H", "H", "H", "H", "H", "H", "H", "H"], "coordinates": [[-0.647, 0.422, 0.871], [2.495, 1.399, 4.838], [2.348, 2.519, 3.552], [1.451, 2.282, 2.517], [1.399, 3.172, 1.446], [0.259, 2.806, 0.190], [2.130, 4.345, 1.421], [1.925, 5.461, 0.148], [3.022, 4.590, 2.471], [3.962, 6.009, 2.461], [3.145, 3.668, 3.520], [4.255, 3.958, 4.778], [-5.413, -3.682, 0.315], [-4.399, -2.854, 0.399], [-3.821, -2.187, -0.692], [-2.773, -1.344, -0.478], [-2.211, -1.108, 0.743], [-2.796, -1.758, 1.783], [-2.079, -1.428, 3.489], [-3.852, -2.614, 1.665], [-5.748, -3.792, -0.586], [-4.208, -2.316, -1.694], [-2.358, -0.801, -1.318], [-4.282, -3.103, 2.528], [4.997, -5.925, -0.202], [3.905, -5.338, -1.516], [4.649, -3.715, -1.913], [3.608, -2.596, -1.970], [3.007, -2.337, -0.591], [1.978, -1.275, -0.585], [2.206, 0.315, 0.047], [3.853, 0.204, 0.811], [4.988, 0.171, -0.003], [6.230, -0.056, 0.563], [6.358, -0.229, 1.937], [5.236, -0.170, 2.750], [3.986, 0.038, 2.188], [2.542, 1.315, -1.435], [1.965, 0.995, -2.660], [2.156, 1.827, -3.752], [2.905, 2.989, -3.623], [3.498, 3.303, -2.407], [3.313, 2.474, -1.313], [0.343, -1.692, -0.402], [0.020, -2.832, -1.772], [0.357, -4.182, -1.726], [0.230, -4.956, -2.869], [-0.249, -4.399, -4.046], [-0.606, -3.057, -4.090], [-0.471, -2.274, -2.957], [0.397, -2.748, 1.105], [1.273, -2.388, 2.135], [1.381, -3.172, 3.274], [0.596, -4.307, 3.411], [-0.313, -4.642, 2.415], [-0.420, -3.867, 1.270], [4.595, -6.879, 0.133], [5.010, -5.222, 0.628], [6.004, -6.079, -0.583], [5.138, -3.816, -2.879], [5.406, -3.508, -1.155], [2.817, -2.854, -2.678], [4.099, -1.689, -2.331], [3.806, -2.056, 0.092], [2.575, -3.264, -0.212], [4.902, 0.320, -1.071], [7.105, -0.094, -0.073], [7.333, -0.409, 2.371], [5.330, -0.290, 3.821], [3.118, 0.067, 2.831], [1.411, 0.070, -2.774], [1.732, 1.566, -4.712], [3.039, 3.641, -4.475], [4.108, 4.191, -2.316], [3.793, 2.705, -0.370], [0.727, -4.638, -0.819], [0.516, -5.998, -2.836], [-0.349, -5.014, -4.931], [-0.985, -2.626, -5.007], [-0.743, -1.223, -2.996], [1.931, -1.536, 2.018], [2.083, -2.896, 4.051], [0.680, -4.925, 4.295], [-0.938, -5.519, 2.528], [-1.115, -4.149, 0.488], [-3.094, 1.838, 3.876], [-1.346, 2.055, 3.843], [-0.710, 1.591, 5.423], [-0.992, 3.780, 3.543], [-0.718, 1.229, 2.747], [0.541, 1.203, 2.443], [-4.094, 6.359, 1.463], [-2.884, 6.158, 0.812], [-2.443, 4.872, 0.548], [-3.203, 3.768, 0.936], [-4.422, 3.981, 1.577], [-4.870, 5.269, 1.828], [-2.714, 1.934, 0.396], [-4.462, 0.957, 0.293], [-5.103, 0.391, 1.394], [-6.358, -0.190, 1.267], [-6.991, -0.216, 0.033], [-6.361, 0.340, -1.071], [-5.104, 0.915, -0.945], [-2.301, 2.253, -1.545], [-1.459, 1.402, -2.269], [-1.344, 1.486, -3.648], [-2.043, 2.470, -4.329], [-2.844, 3.360, -3.626], [-2.982, 3.245, -2.250], [-4.431, 7.363, 1.681], [-2.280, 7.006, 0.513], [-1.506, 4.735, 0.022], [-5.035, 3.135, 1.863], [-5.826, 5.421, 2.311], [-4.634, 0.404, 2.369], [-6.842, -0.615, 2.138], [-7.973, -0.660, -0.066], [-6.847, 0.338, -2.039], [-4.633, 1.350, -1.817], [-0.858, 0.663, -1.728], [-0.721, 0.789, -4.195], [-1.957, 2.549, -5.405], [-3.372, 4.145, -4.151], [-3.624, 3.932, -1.712]], "e_above_lowest_kj_mol": 176.44, "spin_multiplicity": 2, "total_charge": 3, "largest_force_ha_per_bohr": 0.0702, "lumo_energy_ev": [-9.938, -9.616]}

no.,energy (hartree)
1,-5787.01664
2,-11712.05392
3,-11996.10427